# 1
11
Properties=species:S:1:pos:R:3 method="wB97M-V/def2-TZVPD" max_force_ha_per_bohr=0.0890 homo_energy_ev=-9.1610 homo_lumo_gap_ha=0.188 lumo_ev=-4.04
C -0.3348 0.6760 0.0207
N -0.2543 -0.6092 -0.5586
H 0.8264 0.9903 -0.0035
H -0.6734 0.5195 1.0448
H 0.4685 -0.7843 -1.2477
H -0.6686 -1.3472 0.0543
H -1.5116 -2.0191 2.1825
O -1.4023 -1.4791 1.3938
H -0.9083 1.3123 -0.6558
H 2.5107 1.5990 -1.4429
O 1.9477 1.1417 -0.7876


# 2
51
Properties=species:S:1:pos:R:3 method="wB97M-V/def2-TZVPD" max_force_ha_per_bohr=0.0463 homo_energy_ev="-10.7453 / -10.7800" homo_lumo_gap_ha="0.193 / 0.190" charge=+1 lumo_ev="-5.50 / -5.62"
Tl 11.1349 8.8349 8.7032
O 9.3978 7.9172 12.1595
C 8.4054 8.8534 12.5041
C 7.4690 9.0258 11.3156
C 6.1953 9.6222 11.4701
C 5.3185 9.5895 10.3640
C 5.8105 9.0357 9.1673
C 7.1342 8.5772 9.0897
N 7.8689 8.4556 10.1867
H 9.2621 7.7765 11.1817
H 8.8904 9.8665 12.6851
H 7.8162 8.5535 13.3817
H 5.9480 10.1137 12.4074
H 4.3109 9.9191 10.4521
H 5.2355 9.0875 8.2572
H 7.6049 8.2926 8.1616
Br 15.2635 9.1121 9.8309
C 14.8860 10.7639 10.8367
Br 13.8266 10.5762 12.4928
H 14.3054 11.3912 10.1497
H 15.8307 11.2014 11.1482
O 14.3565 11.6176 5.3268
C 13.6369 12.0759 6.4498
C 12.2133 12.5221 6.0609
C 12.3513 13.9161 5.4165
O 11.0712 14.2079 4.8330
C 11.3588 12.7753 7.3091
Se 11.9183 11.7232 8.8987
C 11.6347 11.4490 5.1415
Se 11.7447 9.5437 5.8521
H 15.1623 12.1133 5.1469
H 14.0996 12.8939 7.0031
H 13.6372 11.2185 7.1722
H 13.0899 13.8706 4.5735
H 12.7224 14.6261 6.1645
H 10.9902 15.1946 4.7167
H 10.2942 12.5737 7.1469
H 11.5462 13.8568 7.5891
H 12.2307 11.3182 4.2669
H 10.5500 11.6240 4.9474
C 13.5122 3.9700 6.0111
N 12.5680 4.4406 7.0015
C 12.7923 5.3783 7.9243
N 13.9099 6.1270 7.7540
S 11.6808 5.5955 9.1790
H 13.1302 3.0929 5.4599
H 14.4419 3.5946 6.4892
H 13.7519 4.7156 5.2230
H 11.6740 3.9620 7.1216
H 14.3040 6.2768 6.7848
H 14.0371 6.9160 8.3782


# 3
104
Properties=species:S:1:pos:R:3 method="wB97M-V/def2-TZVPD" max_force_ha_per_bohr=0.0419 homo_energy_ev=-3.6606 homo_lumo_gap_ha=0.209 charge=-1 lumo_ev=2.02
K -1.0539 -0.0749 0.4358
C -1.2797 3.5822 1.1171
C -0.0855 3.3364 1.7833
C -0.0705 2.5268 2.9116
C -1.2508 1.9554 3.3712
C -2.4424 2.1888 2.6965
C -2.4573 3.0047 1.5723
H -1.3009 4.2324 0.2501
H 0.8357 3.7869 1.4331
H 0.8589 2.3436 3.4336
H -1.2461 1.3464 4.2661
H -3.3640 1.7501 3.0591
H -3.3900 3.2080 1.0602
Cl -5.3947 -1.3425 -2.0205
C -3.9021 -2.2101 -2.2221
C -3.8365 -3.1976 -3.1975
C -2.6646 -3.8771 -3.4119
Cl -2.6060 -5.0929 -4.6682
C -1.5181 -3.6017 -2.6428
C -0.2798 -4.2597 -2.8046
C 0.7824 -3.9124 -2.0170
C 0.6117 -2.8959 -1.0647
N -0.5167 -2.2509 -0.8953
C -1.5891 -2.5819 -1.6483
C -2.8095 -1.8139 -1.4193
O -2.8480 -0.8502 -0.6033
H -4.7096 -3.4229 -3.7942
H -0.1841 -5.0360 -3.5514
H 1.7382 -4.4098 -2.1158
H 1.4249 -2.6063 -0.4058
Cl -1.7297 -4.4210 3.5527
C -1.1283 -3.2283 2.3174
H -2.0183 -2.6689 2.0019
H -0.8439 -3.8456 1.4610
C 3.5252 -5.3145 3.7418
C 3.7067 -4.7203 2.5007
C 2.8468 -3.7174 2.0796
C 1.7874 -3.2929 2.8772
C 1.6003 -3.9178 4.1073
C 2.4647 -4.9136 4.5408
As 0.6299 -1.7938 2.3561
C 2.3219 -0.5584 2.6371
C 3.3404 -0.2621 1.7376
C 4.3067 0.6908 2.0316
C 4.2442 1.3909 3.2321
C 3.2195 1.1359 4.1307
C 2.2630 0.1643 3.8344
C 1.0956 -0.1659 4.6688
C 0.8396 0.3897 5.9213
C -0.3183 0.0653 6.6115
C -1.2359 -0.8148 6.0511
C -0.9845 -1.3773 4.8068
C 0.1744 -1.0665 4.1056
H 4.2058 -6.0864 4.0811
H 4.5228 -5.0378 1.8621
H 3.0114 -3.2530 1.1132
H 0.7589 -3.6327 4.7254
H 2.3083 -5.3800 5.5063
H 3.3870 -0.7946 0.7886
H 5.1097 0.8943 1.3305
H 4.9915 2.1416 3.4605
H 3.1730 1.7101 5.0508
H 1.5475 1.0801 6.3647
H -0.5049 0.4981 7.5873
H -2.1427 -1.0679 6.5869
H -1.6939 -2.0726 4.3772
C 2.1913 2.2540 -3.5985
C 1.3592 2.1563 -2.3223
C 1.3872 3.5012 -1.5894
C 1.9947 1.1011 -1.3969
P -0.4452 1.5580 -2.4663
C -1.4479 3.0747 -2.7579
C -1.1210 4.1530 -3.5789
C -2.0067 5.2077 -3.7465
C -3.2351 5.2021 -3.1002
C -3.5711 4.1396 -2.2748
C -2.6816 3.0892 -2.1021
C -0.7200 0.6764 -4.1314
C -0.4106 1.4274 -5.4252
C 0.0820 -0.6286 -4.0948
C -2.2234 0.3477 -4.1219
H 3.2163 2.5298 -3.3293
H 1.8105 3.0145 -4.2813
H 2.2363 1.3006 -4.1246
H 2.3916 3.6780 -1.1920
H 0.6854 3.4986 -0.7535
H 1.1328 4.3314 -2.2460
H 3.0647 1.2923 -1.2740
H 1.8673 0.0915 -1.7991
H 1.5377 1.1310 -0.4048
H -0.1702 4.1778 -4.0958
H -1.7403 6.0368 -4.3913
H -3.9282 6.0213 -3.2453
H -4.5280 4.1277 -1.7670
H -2.9457 2.2477 -1.4702
H 0.6542 1.6114 -5.5621
H -0.9478 2.3723 -5.4813
H -0.7535 0.8089 -6.2610
H 1.1495 -0.4555 -4.2449
H -0.2605 -1.2981 -4.8896
H -0.0572 -1.1421 -3.1453
H -2.8152 1.2346 -4.3525
H -2.5432 -0.0374 -3.1540
H -2.4421 -0.4150 -4.8746


# 4
97
Properties=species:S:1:pos:R:3 method="wB97M-V/def2-TZVPD" max_force_ha_per_bohr=0.0028 homo_energy_ev=-15.5977 homo_lumo_gap_ha=0.182 charge=+3 lumo_ev=-10.65
Pt -0.1131 1.0107 0.1432
C -0.0198 -0.7066 5.2543
N 0.4954 -0.3833 3.8901
C -0.2074 -0.2539 2.7855
N 0.6074 0.1500 1.8049
C 1.8393 0.2590 2.4068
N 1.7944 -0.0745 3.6646
C -1.5253 -0.7400 5.1910
C -2.2468 -1.9126 5.3644
C -3.6121 -1.9369 5.0876
C -4.2390 -0.8296 4.5430
C -3.5114 0.3460 4.3550
C -2.1845 0.4063 4.7590
C -4.0371 1.4500 3.5507
N -4.9982 1.4354 2.6957
N -4.9193 2.6339 1.9920
C -3.9145 3.2758 2.4764
O -3.3084 2.5935 3.4830
C -3.2705 4.4973 1.9950
C -3.9262 5.3841 1.1432
C -3.2343 6.4688 0.6300
C -1.8850 6.6529 0.9191
C -1.2312 5.7704 1.7678
C 0.2619 5.8396 2.0029
N 0.8831 4.7188 1.2617
C 0.8346 3.4361 1.5668
N 1.1588 2.7074 0.4878
C 1.4288 3.6662 -0.4618
N 1.2576 4.8782 -0.0252
C -1.9400 4.7162 2.3287
H 0.3696 0.0723 5.9089
H 0.4095 -1.6613 5.5502
H -1.2628 -0.4192 2.7019
H 2.7324 0.5930 1.9056
H -1.7517 -2.8115 5.7113
H -4.1760 -2.8439 5.2573
H -5.2803 -0.8673 4.2512
H -1.6331 1.3317 4.6356
H -4.9684 5.2237 0.9001
H -3.7430 7.1736 -0.0134
H -1.3488 7.4856 0.4811
H 0.5252 5.7271 3.0537
H 0.7105 6.7511 1.6185
H 0.5620 3.0504 2.5353
H 1.7568 3.4449 -1.4639
H -1.4595 4.0467 3.0325
C 3.4319 1.0061 -1.4990
Si 2.2200 0.2563 -2.6951
C 3.0312 -1.0818 -3.6929
C 1.3003 1.4730 -3.7541
As 0.4738 -0.9427 -1.3964
Si 1.7108 -2.7903 -0.2594
C 3.4207 -2.1579 0.0813
C 0.8891 -3.4578 1.2578
C 1.6883 -4.0061 -1.6630
Si -1.3072 -1.7856 -2.9509
C -0.2371 -2.3846 -4.3439
C -2.2215 -3.1406 -2.0861
C -2.3844 -0.3992 -3.5400
H 3.9389 1.8436 -1.9874
H 4.2002 0.2768 -1.2416
H 2.9926 1.3779 -0.5756
H 3.8081 -0.5765 -4.2787
H 2.3723 -1.5818 -4.3982
H 3.5357 -1.8281 -3.0800
H 2.0164 2.0046 -4.3876
H 0.7396 2.2223 -3.1954
H 0.6044 0.9588 -4.4202
H 3.4592 -1.3074 0.7596
H 3.9619 -1.9069 -0.8299
H 3.9680 -2.9749 0.5627
H 0.7111 -2.7099 2.0298
H 1.5863 -4.1955 1.6691
H -0.0409 -3.9777 1.0346
H 2.1679 -3.6399 -2.5708
H 0.6878 -4.3681 -1.9028
H 2.2715 -4.8700 -1.3244
H 0.5357 -3.1019 -4.0744
H 0.2030 -1.5627 -4.9094
H -0.9267 -2.9001 -5.0228
H -1.5848 -3.8079 -1.5055
H -2.7043 -3.7454 -2.8608
H -3.0094 -2.7578 -1.4387
H -1.8368 0.5072 -3.7992
H -3.1913 -0.1597 -2.8491
H -2.8498 -0.7607 -4.4637
Cl -1.3779 2.2929 -1.4190
C -2.6015 1.2176 -0.7114
C -1.9696 0.1962 -0.0284
C -2.7965 -0.7844 0.5047
Cl -2.1483 -2.1858 1.2643
C -4.1918 -0.6536 0.3884
Cl -5.2038 -1.8568 1.0444
C -4.7744 0.4447 -0.2653
Cl -6.4535 0.5981 -0.3811
C -3.9526 1.4201 -0.8470
Cl -4.5497 2.7641 -1.6958


# 5
23
Properties=species:S:1:pos:R:3 method="wB97M-V/def2-TZVPD" max_force_ha_per_bohr=0.0208 homo_energy_ev=-8.6074 homo_lumo_gap_ha=0.346 lumo_ev=0.81
C -1.6976 -1.1575 2.1413
C -0.6660 -0.6026 1.2014
N -1.1461 -0.3129 -0.1696
C -2.5689 0.0067 -0.2621
C -0.3285 0.6976 -0.8155
C 0.6291 0.0982 -1.8459
O 1.9779 0.4879 -1.4870
H -2.0552 -2.1215 1.7794
H -2.5761 -0.5054 2.2284
H -1.3104 -1.3980 3.1228
H 0.1912 -1.2846 1.1216
H -0.1865 0.2930 1.6004
H -3.1632 -0.8783 -0.0729
H -2.8602 0.8326 0.3819
H -2.7458 0.2942 -1.2898
H -0.9686 1.4870 -1.1909
H 0.3215 1.2614 -0.1168
H 0.4513 0.5019 -2.8420
H 0.5048 -0.9700 -1.7724
H 2.6268 -0.1865 -1.7375
O 3.3090 0.6478 1.0577
H 2.6772 -0.0822 1.1570
H 2.9873 1.0651 0.2361


# 6
15
Properties=species:S:1:pos:R:3 method="wB97M-V/def2-TZVPD" max_force_ha_per_bohr=0.0787 homo_energy_ev=-8.0092 homo_lumo_gap_ha=0.322 lumo_ev=0.76
C 0.9517 1.5295 2.3138
C 0.5427 0.3030 1.5219
C -1.4804 -0.7106 -1.7131
N 0.0914 -1.8685 -3.0200
N -0.7577 -1.7160 -2.1001
Br -1.3895 1.0029 -2.5002
H 0.2427 1.9417 2.9791
H 1.0660 2.4131 1.7545
H 1.8262 1.2633 2.7753
H 0.1622 -0.4254 2.2563
H 1.4985 -0.0342 0.9174
H -2.1157 -0.6184 -0.9574
H -0.2942 0.6786 1.0072
H 0.3882 -1.1464 -3.6294
H -0.7322 -2.6126 -1.6054


# 7
14
Properties=species:S:1:pos:R:3 method="wB97M-V/def2-TZVPD" max_force_ha_per_bohr=0.0951 homo_energy_ev="-12.0318 / -12.5312" homo_lumo_gap_ha="0.260 / 0.324" charge=+1 lumo_ev="-4.94 / -3.71"
C 0.0981 -0.7100 2.3320
C 0.9658 0.1087 1.7984
C -0.5994 -0.7023 -1.3712
C 0.7540 0.8164 -0.8371
N -0.6787 0.8028 -1.0801
S 1.1623 -0.5597 -1.6983
H 0.3192 -0.7989 3.3888
H -0.6621 -1.1832 1.7980
H 1.9068 0.6118 1.7481
H -0.7728 -1.2268 -0.3482
H -1.2417 -1.1465 -2.0601
H 1.1447 1.8258 -1.1938
H -0.9464 1.0692 -2.0331
H -1.4497 1.0928 -0.4434


# 8
43
Properties=species:S:1:pos:R:3 method="wB97M-V/def2-TZVPD" max_force_ha_per_bohr=0.0147 homo_energy_ev=-18.8946 homo_lumo_gap_ha=0.301 charge=+3 lumo_ev=-10.71
Zr 0.0013 -1.1334 1.4394
C 2.5976 0.3284 -3.2184
N 2.3944 -0.3865 -1.9480
C 3.2221 -1.3733 -1.4759
C 2.7102 -1.7936 -0.2888
N 1.5655 -1.0679 -0.0393
C 1.3954 -0.2130 -1.0759
P 0.0011 0.9691 -1.3001
C -1.3936 -0.2123 -1.0757
N -1.5639 -1.0660 -0.0382
C -2.7091 -1.7912 -0.2866
C -3.2211 -1.3718 -1.4740
N -2.3929 -0.3861 -1.9474
C -2.5959 0.3276 -3.2184
C 0.0004 1.7320 0.3737
N -0.0009 1.1158 1.5795
C -0.0019 2.1093 2.5288
C -0.0012 3.3159 1.8994
N 0.0002 3.0618 0.5567
C 0.0012 4.1032 -0.4834
H 3.5105 -0.0430 -3.6736
H 2.7015 1.3940 -3.0298
H 1.7629 0.1367 -3.8881
H 4.0987 -1.6883 -2.0174
H 3.0714 -2.5600 0.3775
H -3.0706 -2.5568 0.3805
H -4.0980 -1.6869 -2.0150
H -3.5093 -0.0434 -3.6729
H -1.7616 0.1345 -3.8882
H -2.6988 1.3936 -3.0309
H -0.0030 1.9117 3.5876
H -0.0016 4.3193 2.2911
H 0.0004 5.0712 0.0080
H -0.8921 4.0152 -1.0968
H 0.8960 4.0156 -1.0947
N 0.0006 -1.3106 3.8534
N -0.0015 -2.6821 4.1930
C -0.0044 -3.6349 3.1947
O -0.0074 -4.8020 3.3075
O -0.0027 -2.9618 1.9709
H 0.8170 -0.8673 4.2849
H -0.8147 -0.8647 4.2843
H -0.0026 -2.9583 5.1665


# 9
45
Properties=species:S:1:pos:R:3 method="wB97M-V/def2-TZVPD" max_force_ha_per_bohr=0.0571 homo_energy_ev=-8.6219 homo_lumo_gap_ha=0.345 lumo_ev=0.77
C 1.4442 -1.5976 2.9391
C 0.4531 -1.7766 1.8094
O 0.6437 -2.6760 0.9868
N -0.7086 -1.0601 1.8431
C -0.9778 -0.1988 0.9092
N -2.2774 0.3285 0.8462
C -3.3795 -0.1649 1.6637
C -2.3866 1.2942 -0.2417
C -3.0620 2.5812 0.2947
C -0.9306 1.5842 -0.6553
C -0.1049 0.3360 -0.2806
C -0.1241 -0.5229 -1.5403
C -0.7281 -1.7915 -1.5849
C -0.6574 -2.6021 -2.7196
C -0.0394 -2.1227 -3.8702
C 0.5614 -0.8604 -3.8642
C 0.5309 -0.0601 -2.7105
C 1.3607 0.6024 0.1419
C 2.4347 -0.2375 -0.2298
C 3.7397 -0.0863 0.3087
C 3.9940 0.9685 1.1765
C 2.9911 1.8833 1.4646
C 1.6989 1.6567 1.0056
H 1.1928 -0.7138 3.5419
H 1.4527 -2.4482 3.6387
H 2.4304 -1.4228 2.5219
H -3.2979 -1.2128 1.9814
H -3.4845 0.4825 2.5335
H -4.2882 -0.0242 1.1101
H -2.9834 0.8813 -1.0564
H -2.5972 2.8437 1.2514
H -2.9475 3.4034 -0.4373
H -4.1177 2.3797 0.4578
H -0.9202 1.8347 -1.7349
H -0.5708 2.4969 -0.1494
H -1.2396 -2.1990 -0.7181
H -1.1612 -3.5895 -2.6872
H -0.0682 -2.7488 -4.7481
H 1.1093 -0.5587 -4.7525
H 1.0580 0.8813 -2.7242
H 2.2729 -1.1448 -0.8389
H 4.5348 -0.7738 0.0187
H 5.0010 1.1327 1.5725
H 3.1960 2.7134 2.1311
H 0.9522 2.3092 1.3958


# 10
11
Properties=species:S:1:pos:R:3 method="wB97M-V/def2-TZVPD" max_force_ha_per_bohr=0.0647 homo_energy_ev="-9.4992 / -9.5000" homo_lumo_gap_ha="0.264 / 0.264" lumo_ev="-2.31 / -2.31"
C -2.7381 0.4533 -0.0581
C 0.9786 1.0583 -0.4664
C 0.0212 -0.1411 1.1266
C 0.9029 -0.9585 0.3605
N -3.2229 1.4707 -0.1958
N 0.0305 1.1124 0.4655
N 1.2368 -2.1468 0.4216
O 1.5565 -0.0387 -0.6467
H 1.2850 1.9611 -1.0218
H -2.1591 -0.4416 0.1904
H 2.1087 -2.3290 -0.1759


# 11
21
Properties=species:S:1:pos:R:3 method="wB97M-V/def2-TZVPD" max_force_ha_per_bohr=0.0690 homo_energy_ev=-8.5060 homo_lumo_gap_ha=0.342 lumo_ev=0.81
C 0.2474 -0.7245 1.3970
N 0.0026 -0.2790 0.0326
C -0.1946 -1.3907 -0.8811
C 1.2022 0.6432 -0.4679
N 2.5085 0.0404 -0.2840
O 1.1676 1.8587 0.2026
H 1.2074 -1.2441 1.5003
H -0.5686 -1.3817 1.6933
H 0.2407 0.1357 2.0641
H -0.3497 -1.0034 -1.8866
H 0.6531 -2.0889 -0.8977
H -1.0981 -1.9230 -0.5833
H 0.9608 0.8850 -1.5166
H 2.6112 -0.7944 -0.8475
H 3.2449 0.6899 -0.5440
H 1.4544 1.6988 1.1107
C -2.6867 0.9820 -0.0140
H -1.5060 0.6484 -0.0033
H -2.8677 1.5279 -0.9317
H -2.8938 1.6050 0.8471
H -3.3356 0.1145 0.0100


# 12
56
Properties=species:S:1:pos:R:3 method="wB97M-V/def2-TZVPD" max_force_ha_per_bohr=0.0148 homo_energy_ev=-8.9659 homo_lumo_gap_ha=0.340 lumo_ev=0.28
C 2.8735 -4.0701 -4.4186
O 2.3845 -2.9949 -3.6329
C 1.2415 -2.4316 -4.0597
O 0.6497 -2.8082 -5.0406
C 0.7913 -1.3322 -3.1752
C -0.4606 -0.7656 -3.4046
C -0.9496 0.2077 -2.5577
C -0.1918 0.6109 -1.4622
N -0.6918 1.5890 -0.5671
C 0.0989 2.8079 -0.4192
C 0.9237 2.7474 0.8804
O 2.0764 2.3621 0.8947
N 0.2333 3.1409 1.9573
C 0.7322 3.0157 3.3113
C 0.0832 1.8142 4.0119
C -1.2410 2.3781 4.5161
C -0.8471 3.7546 5.0542
C 0.3016 4.2331 4.1484
C -1.8065 1.4571 0.1868
O -2.2221 2.3747 0.8784
C -2.5182 0.1104 0.2080
N -1.6472 -1.0325 0.1416
C -1.8303 -2.0026 -0.7946
O -2.7728 -1.9903 -1.5633
C -0.7991 -3.0424 -0.8454
C -0.7465 -4.0516 -1.7686
C 0.3917 -4.8665 -1.6291
C 1.1954 -4.4693 -0.6072
S 0.5780 -3.0956 0.2097
C 1.0893 0.0989 -1.2686
C 1.5747 -0.8738 -2.1188
H 3.7005 -4.5037 -3.8621
H 2.0863 -4.8089 -4.5818
H 3.2161 -3.7053 -5.3893
H -1.0437 -1.1121 -4.2433
H -1.9226 0.6403 -2.7299
H -0.5806 3.6637 -0.3958
H 0.7743 2.8865 -1.2709
H -0.7632 3.2976 1.8539
H 1.8167 2.9135 3.2312
H 0.7048 1.5011 4.8513
H -0.0382 0.9693 3.3347
H -1.9435 2.4773 3.6871
H -1.6995 1.7518 5.2797
H -0.4958 3.6581 6.0821
H -1.6854 4.4489 5.0510
H -0.0211 5.0361 3.4866
H 1.1358 4.6069 4.7396
H -3.2042 0.0269 -0.6426
H -3.1187 0.0971 1.1259
H -0.8796 -1.0942 0.7914
H -1.5055 -4.1804 -2.5183
H 0.6040 -5.7117 -2.2586
H 2.1184 -4.9026 -0.2763
H 1.6939 0.4598 -0.4502
H 2.5563 -1.2912 -1.9610


Looking at energy relative to the best compared isomer or geometry (same formula, charge and spin) for the records above, in order, we have 7.3428, 2.9329, 0.9280, 0.0000, 1.6363, 2.1513, 5.7472, 0.0798, 1.2055, 4.6850, 1.9705, 0.8659 eV.
Looking at E for the records above, in order, we have -247.24947, -11459.69901, -6545.60878, -7396.50725, -404.69493, -2803.08373, -609.65874, -1482.28663, -960.07303, -393.54724, -345.50377, -1792.07203 Ha.